Here is C29H18Br4MnN8O2 as an isolated structure from OMol25. Energies are from the ωB97M-V functional and the def2-TZVPD basis.

Output
**Largest force on an atom**: 0.542 eV Å⁻¹
**Gap between HOMO and LUMO (spin up / spin down)**: 6.18 / 6.03 eV
**LUMO energy (spin up / spin down)**: -3.782 / -4.055 eV
**Total energy**: -357867.146 eV
**Molecular weight**: 885.07 g/mol

```
! wB97M-V def2-TZVPD RIJCOSX def2/J DEFGRID3
* xyz 1 5
Mn 0.535 0.314 0.906
C 4.447 1.398 -0.503
C 3.308 1.329 0.290
N 2.230 0.683 -0.129
C 2.270 0.108 -1.341
C 3.415 0.179 -2.109
N 4.506 0.821 -1.695
C 1.003 -0.566 -1.745
C 0.620 -0.868 -3.035
C -0.681 -1.311 -3.268
C -1.556 -1.399 -2.188
C -1.096 -1.085 -0.925
N 0.168 -0.729 -0.724
C -1.928 -0.956 0.302
C -3.229 -1.394 0.438
N -3.937 -1.178 1.546
C -3.333 -0.526 2.529
C -2.015 -0.094 2.424
N -1.323 -0.311 1.312
C -1.141 -1.605 -4.647
C -2.414 -1.248 -5.064
C -2.793 -1.535 -6.368
N -2.002 -2.146 -7.250
C -0.781 -2.485 -6.835
C -0.307 -2.233 -5.557
H 5.325 1.931 -0.163
H 3.251 1.798 1.263
H 3.461 -0.301 -3.080
H 1.296 -0.700 -3.863
H -2.588 -1.686 -2.342
H -3.717 -1.938 -0.363
H -3.907 -0.333 3.428
H -1.510 0.431 3.224
H -3.096 -0.722 -4.406
H -3.780 -1.258 -6.720
H -0.151 -2.985 -7.561
H 0.689 -2.555 -5.277
Br -4.378 5.370 0.282
C -2.888 4.343 0.769
C -2.344 4.470 2.093
Br -3.111 5.674 3.306
C -1.281 3.695 2.481
Br -0.558 3.732 4.220
C -0.698 2.772 1.581
O 0.252 1.986 1.905
C -1.217 2.658 0.223
O -0.669 1.830 -0.548
C -2.345 3.464 -0.129
Br -3.022 3.208 -1.863
N 3.585 -2.228 5.811
C 2.902 -1.677 4.783
C 2.572 -0.313 4.765
C 1.881 0.204 3.698
N 1.495 -0.528 2.637
C 1.812 -1.834 2.660
C 2.494 -2.445 3.680
H 3.858 -1.676 6.603
H 3.772 -3.213 5.841
H 2.849 0.333 5.590
H 1.596 1.249 3.674
H 1.493 -2.418 1.804
H 2.712 -3.504 3.630
*
```